Below is the molecule C4H4N2S at a distorted geometry, with properties calculated with ωB97M-V/def2-TZVPD.

Output
**Energy**: -18024.40736 eV
**Molecular weight**: 112.2 g/mol
**HOMO-LUMO gap**: 9.10 eV
**Structure (SMILES)**: C1=CN=CSN=C1
**Relative energy (zero: lowest compared OMol25 entry of this formula, charge and spin)**: 369.9 kJ/mol
**Spin multiplicity**: 1

XYZ file:
```
11
C4H4N2S | the Open Molecules 2025 dataset | ωB97M-V/def2-TZVPD
C 0.5547 1.5039 0.7411
C -1.2042 0.0835 0.3362
C -0.8262 -0.8427 -0.4557
C 0.6043 -1.1574 -0.7465
H 1.0608 2.3532 1.1785
H -2.3892 0.1225 0.4257
H -1.4750 -1.3951 -1.1248
H 0.6516 -2.3284 -0.4054
N -0.4402 0.9448 1.2705
N 1.7437 -0.5541 -0.6020
S 1.7198 1.2697 -0.6175
```

Below is a cluster of 2 separate species, C4H4N2S in total at a distorted geometry, with properties calculated with ωB97M-V/def2-TZVPD.

Output
**Energy**: -18023.11193 eV
**Molecular weight**: 112.2 g/mol
**HOMO-LUMO gap (alpha / beta)**: 9.01 / 8.80 eV
**Relative energy (zero: lowest compared OMol25 entry of this formula, charge and spin)**: 494.9 kJ/mol
**Spin multiplicity**: 1

XYZ file:
```
11
C4H4N2S | the Open Molecules 2025 dataset | ωB97M-V/def2-TZVPD
C 1.7688 0.3956 0.0090
C 0.3811 0.6639 -0.3177
C 1.9413 -0.9690 0.1217
C -0.3659 -0.4646 -0.3054
N -2.8314 0.7586 0.2349
N -2.5698 -0.2713 -0.2582
S 0.4752 -1.8693 -0.0727
H 2.5837 1.0561 -0.0977
H -0.3076 1.4765 -0.1869
H 2.6986 -1.6474 0.5324
H -3.7740 0.8709 0.3406
```

Below is the molecule C4H4N2S3 at a distorted geometry, with properties calculated with ωB97M-V/def2-TZVPD.

Output
**Energy**: -39695.86576 eV
**Molecular weight**: 176.3 g/mol
**HOMO-LUMO gap**: 7.08 eV
**Structure (SMILES)**: c1c[nH]n2sssc-2c1
**Relative energy (zero: lowest compared OMol25 entry of this formula, charge and spin)**: 210.6 kJ/mol
**Spin multiplicity**: 1

XYZ file:
```
13
C4H4N2S3 | the Open Molecules 2025 dataset | ωB97M-V/def2-TZVPD
C -0.1710 -0.0449 -0.7263
C -1.5616 0.0978 -0.4271
C 0.7141 -0.1089 0.2914
C -1.9627 0.2801 0.8500
N 0.3036 -0.3009 1.5752
N -1.1449 0.2110 1.9660
S -3.6085 0.8170 1.2380
S -1.2787 1.8021 2.9111
S -3.1949 1.2478 3.2467
H 0.1538 -0.0265 -1.7516
H -2.2915 0.1080 -1.2194
H 1.7829 -0.1278 0.1411
H 0.9196 -0.0876 2.3435
```

Below is the ion C4H4N3 with charge +1 at a distorted geometry, with properties calculated with ωB97M-V/def2-TZVPD.

Output
**Energy**: -8670.56970 eV
**Total charge**: +1
**Molecular weight**: 94.1 g/mol
**HOMO-LUMO gap**: 9.45 eV
**Structure (SMILES)**: C1=CN2[NH+]=C2N=C1
**Relative energy (zero: lowest compared OMol25 entry of this formula, charge and spin)**: 333.3 kJ/mol
**Spin multiplicity**: 1

XYZ file:
```
11
C4H4N3 | the Open Molecules 2025 dataset | ωB97M-V/def2-TZVPD
C 0.9450 0.2142 0.1629
C 0.0926 -0.9430 0.2558
C 0.3383 1.4445 0.1537
C -1.6103 0.6330 -0.0838
N -0.9850 1.7144 0.0467
N -1.1144 -0.6410 0.0036
N -2.5092 -0.3544 0.1765
H 1.9319 -0.0494 0.1796
H 0.3242 -1.9271 0.3860
H 0.8067 2.4435 0.2673
H -3.1875 -0.7213 -0.4801
```

Below is the ion C4H4N3OS with charge -1 at a distorted geometry, with properties calculated with ωB97M-V/def2-TZVPD.

Output
**Energy**: -21563.91647 eV
**Total charge**: -1
**Molecular weight**: 142.2 g/mol
**HOMO-LUMO gap**: 6.84 eV
**Structure (SMILES)**: Cc1cn([S-])nnc1=O
**Relative energy (zero: lowest compared OMol25 entry of this formula, charge and spin)**: 214.4 kJ/mol
**Spin multiplicity**: 1

XYZ file:
```
13
C4H4N3OS | the Open Molecules 2025 dataset | ωB97M-V/def2-TZVPD
C -0.6845 0.8542 0.0387
C 0.3058 -0.0995 -0.0198
C 0.0978 -1.4400 0.3250
C 1.7213 0.3128 -0.2512
N -1.2281 -1.7988 0.0663
N -2.0006 0.5487 -0.0153
N -2.1710 -1.1354 -0.1393
O 0.8969 -2.2816 0.6882
S -3.0043 1.9567 0.0972
H -0.3440 1.8279 -0.0063
H 2.1265 0.7533 0.6488
H 1.8979 1.1604 -1.0186
H 2.3864 -0.6586 -0.4138
```

Below is the molecule C4H4N4 at a distorted geometry, with properties calculated with ωB97M-V/def2-TZVPD.

Output
**Energy**: -10169.48203 eV
**Molecular weight**: 108.1 g/mol
**HOMO-LUMO gap**: 9.46 eV
**Structure (SMILES)**: c1nc2c([nH]1)N=NC2
**Relative energy (zero: lowest compared OMol25 entry of this formula, charge and spin)**: 323.8 kJ/mol
**Spin multiplicity**: 1

XYZ file:
```
12
C4H4N4 | the Open Molecules 2025 dataset | ωB97M-V/def2-TZVPD
C 1.4874 0.8984 0.0104
C 0.1421 -0.7598 -0.2831
C -1.9802 0.0046 0.0178
C 0.0787 0.5417 -0.2445
H 2.2858 1.8105 -0.4994
H 1.6341 1.2263 1.0667
H -1.6137 -1.9895 -0.1880
H -3.0020 -0.0482 0.4407
N 2.1860 -0.3370 -0.0419
N 1.3338 -1.3242 -0.0730
N -1.2580 -1.1455 -0.0038
N -1.2940 1.1225 -0.2020
```